1.
ORCA calculation (the ωB97M-V functional and the def2-TZVPD basis) on 2 unconnected molecules or ions with the total composition BrFH2Si.

Geometry as ORCA input:
```
! RIJCOSX wB97M-V def2-TZVPD def2/J DEFGRID3
* xyz 0 1
F 0.30 3.80 -0.11
Si 0.73 -0.01 -0.10
Br 2.69 -1.18 -0.14
H -0.11 -0.64 0.88
H 1.13 1.42 0.11
*
```

Calculated values
Gap between HOMO and LUMO (alpha / beta): 9.22 / 4.26 eV
Relative energy (zero: lowest compared OMol25 entry of this formula, charge and spin): 153.7 kcal/mol


2.
ORCA calculation (the ωB97M-V functional and the def2-TZVPD basis) on a molecular structure, BrFH4OSi2.

Geometry as ORCA input:
```
! RIJCOSX wB97M-V def2-TZVPD def2/J DEFGRID3
* xyz 0 1
F -2.58 -0.74 0.14
Si -1.20 -0.26 0.73
Br -1.20 1.95 0.73
O -0.02 -0.95 -0.16
Si 1.25 -0.01 -0.75
H -1.10 -0.73 2.11
H 1.90 0.73 0.34
H 2.25 -0.89 -1.37
H 0.70 0.89 -1.78
*
```

Calculated values
Gap between HOMO and LUMO: 11.92 eV
Relative energy (zero: lowest compared OMol25 entry of this formula, charge and spin): 0.0 kcal/mol


3.
ORCA calculation (the ωB97M-V functional and the def2-TZVPD basis) on a molecular structure, BrH16O8.

Geometry as ORCA input:
```
! RIJCOSX wB97M-V def2-TZVPD def2/J DEFGRID3
* xyz -1 1
Br 0.10 -0.23 -0.11
O -1.74 -3.13 -0.37
H -1.15 -2.46 -0.23
H -1.78 -3.24 -1.32
O -0.41 -1.71 -3.22
H -0.37 -1.23 -2.33
H 0.31 -1.40 -3.71
O 2.75 2.28 -0.35
H 2.24 1.58 -0.02
H 2.68 2.80 0.37
O 0.52 2.73 1.40
H 0.68 3.40 0.70
H 0.53 1.70 1.29
O 2.25 -1.91 -0.59
H 2.26 -2.45 -1.45
H 1.59 -1.33 -0.63
O -2.47 0.46 2.13
H -2.23 0.92 2.95
H -1.81 -0.03 1.86
O -1.57 2.40 -1.59
H -0.97 1.66 -1.32
H -2.01 2.99 -0.98
O 0.27 -1.12 2.85
H 0.52 -1.99 2.71
H -0.19 -0.69 1.96
*
```

Calculated values
Gap between HOMO and LUMO: 9.68 eV
Relative energy (zero: lowest compared OMol25 entry of this formula, charge and spin): 72.7 kcal/mol


4.
ORCA calculation (the ωB97M-V functional and the def2-TZVPD basis) on 9 unconnected molecules or ions with the total composition BrH17O8.

Geometry as ORCA input:
```
! RIJCOSX wB97M-V def2-TZVPD def2/J DEFGRID3
* xyz 0 1
O 0.24 0.67 0.21
H -0.04 0.08 -0.59
H 1.28 0.58 0.26
H -0.18 0.17 1.07
Br -1.14 0.85 3.34
O -2.15 -1.23 0.36
H -1.94 -1.33 -0.60
H -3.08 -1.52 0.57
O 0.32 1.89 -3.29
H -0.04 2.24 -4.13
H -0.31 1.19 -2.82
O 2.06 0.12 2.89
H 1.44 0.52 3.25
H 2.15 -0.80 2.92
O 3.00 0.75 -0.22
H 3.75 1.40 0.00
H 3.50 0.07 -0.80
O -2.12 1.88 -1.55
H -1.76 2.79 -1.79
H -2.71 1.92 -0.72
O -1.12 -2.75 2.63
H -1.25 -2.75 1.68
H -0.82 -1.93 2.83
O 0.08 -1.19 -1.74
H 0.00 -2.21 -1.45
H 0.87 -1.42 -2.32
*
```

Calculated values
Gap between HOMO and LUMO: 6.51 eV
Relative energy (zero: lowest compared OMol25 entry of this formula, charge and spin): 21.2 kcal/mol


5.
ORCA calculation (the ωB97M-V functional and the def2-TZVPD basis) on a single BrH2IO2Si molecule.

Geometry as ORCA input:
```
! RIJCOSX wB97M-V def2-TZVPD def2/J DEFGRID3
* xyz 0 1
O 1.03 -1.12 -0.45
O 0.24 0.73 1.24
Si -0.04 0.03 -0.18
Br 0.27 1.59 -2.00
I -2.35 -0.75 -0.33
H 1.16 -1.88 0.11
H -0.31 1.41 1.62
*
```

Calculated values
Gap between HOMO and LUMO: 9.99 eV
Relative energy (zero: lowest compared OMol25 entry of this formula, charge and spin): 0.7 kcal/mol


6.
ORCA calculation (the ωB97M-V functional and the def2-TZVPD basis) on a gas-phase ion, BrH2NO2P (charge -1).

Geometry as ORCA input:
```
! RIJCOSX wB97M-V def2-TZVPD def2/J DEFGRID3
* xyz -1 1
N -0.81 -0.62 0.54
O -0.06 0.89 -1.58
O 1.89 -0.48 -0.23
P 0.39 0.31 -0.30
Br 0.84 2.19 0.90
H -0.55 -1.59 0.67
H -1.70 -0.70 0.00
*
```

Calculated values
Gap between HOMO and LUMO: 8.36 eV
Relative energy (zero: lowest compared OMol25 entry of this formula, charge and spin): 23.9 kcal/mol


7.
ORCA calculation (the ωB97M-V functional and the def2-TZVPD basis) on 2 unconnected molecules or ions with the total composition BrH2OPS.

Geometry as ORCA input:
```
! RIJCOSX wB97M-V def2-TZVPD def2/J DEFGRID3
* xyz 0 1
O -3.45 0.03 -0.44
P -2.37 -0.62 0.28
S -0.59 0.67 0.01
Br 3.39 0.00 0.02
H 2.92 -0.68 -1.07
H 0.09 0.60 1.21
*
```

Calculated values
Gap between HOMO and LUMO: 8.91 eV
Relative energy (zero: lowest compared OMol25 entry of this formula, charge and spin): 22.8 kcal/mol


8.
ORCA calculation (the ωB97M-V functional and the def2-TZVPD basis) on 2 unconnected molecules or ions with the total composition BrH2PS.

Geometry as ORCA input:
```
! RIJCOSX wB97M-V def2-TZVPD def2/J DEFGRID3
* xyz 0 1
P -1.37 -0.53 0.27
S 1.71 -0.96 0.09
Br 1.72 0.87 -1.00
H -1.13 0.34 1.36
H -0.93 0.28 -0.71
*
```

Calculated values
Gap between HOMO and LUMO (alpha / beta): 6.45 / 6.14 eV
Relative energy (zero: lowest compared OMol25 entry of this formula, charge and spin): 65.8 kcal/mol


9.
ORCA calculation (the ωB97M-V functional and the def2-TZVPD basis) on 2 unconnected molecules or ions with the total composition BrH5Si2.

Geometry as ORCA input:
```
! RIJCOSX wB97M-V def2-TZVPD def2/J DEFGRID3
* xyz 0 1
Si 0.61 0.81 -0.18
Si 0.36 -1.41 -0.87
Br 1.37 -3.02 0.28
H 1.11 1.84 -1.03
H -0.76 1.08 0.45
H 1.62 1.02 0.94
H -2.27 -1.47 -0.15
H 0.53 -2.22 -2.07
*
```

Calculated values
Gap between HOMO and LUMO (alpha / beta): 7.29 / 8.60 eV
Relative energy (zero: lowest compared OMol25 entry of this formula, charge and spin): 58.0 kcal/mol


10.
ORCA calculation (the ωB97M-V functional and the def2-TZVPD basis) on a molecular structure, BrH8LiO4.

Geometry as ORCA input:
```
! RIJCOSX wB97M-V def2-TZVPD def2/J DEFGRID3
* xyz 0 1
Li -0.33 -0.66 0.37
Br 1.27 -2.39 -0.65
O 1.24 0.75 -2.33
H 1.57 -0.03 -1.81
H 1.69 1.55 -1.91
O -1.93 -0.95 1.49
H -2.39 -0.14 1.57
H -2.43 -1.69 1.85
O -1.09 0.78 -0.92
H -0.31 0.99 -1.49
H -1.59 0.37 -1.64
O 1.08 0.35 1.81
H 1.85 -0.01 2.26
H 1.35 1.10 1.39
*
```

Calculated values
Gap between HOMO and LUMO: 7.89 eV
Relative energy (zero: lowest compared OMol25 entry of this formula, charge and spin): 0.0 kcal/mol